ORCA calculation (wB97M-V/def2-TZVPD) on a cluster of 10 separate species, C40H65F15O25 in total.

Summary:
SMILES = CCOC(=O)C(F)(F)F.CCOC(=O)C(F)(F)F.CCOC(=O)C(F)(F)F.CCOC(=O)C(F)(F)F.CCOC(=O)C(F)(F)F.CCOC(=O)OC.CCOC(=O)OC.CCOC(=O)OC.CCOC(=O)OC.CCOC(=O)OC
gap between HOMO and LUMO = 10.6 eV
HOMO = -10.66 eV
LUMO level = -0.01 eV
M = 1230.905 g/mol

```
! wB97M-V def2-TZVPD RIJCOSX def2/J DEFGRID3
* xyz 0 1
C 8.31350 0.21987 -3.69945
C 6.78800 -0.01452 -3.68868
O 6.20651 -0.96095 -4.57243
C 6.39676 -2.27196 -4.45529
O 7.09598 -2.87266 -3.62108
O 5.51365 -2.78038 -5.34147
C 5.23821 -4.16028 -5.26847
H 8.74088 -0.72059 -4.04727
H 8.63835 0.43531 -2.68153
H 8.50664 1.10821 -4.30082
H 6.27065 0.94240 -3.75764
H 6.60177 -0.18981 -2.62911
H 5.02881 -4.41472 -4.22947
H 6.04419 -4.66092 -5.80501
H 4.33040 -4.47323 -5.78426
C -0.33266 -6.91307 -2.47619
C -1.31962 -5.86406 -2.96726
O -1.88552 -6.15072 -4.22690
C -1.45467 -5.60838 -5.30420
O -0.39777 -5.02073 -5.37510
O -2.40047 -5.83195 -6.34761
C -3.53674 -6.68337 -6.28323
H -0.93069 -7.80788 -2.64878
H -0.09445 -6.68283 -1.43776
H 0.57553 -6.99820 -3.07288
H -0.84018 -4.88517 -2.97177
H -2.15356 -5.90956 -2.26684
H -4.35271 -6.10835 -5.84544
H -3.32165 -7.52276 -5.62197
H -3.90811 -7.07621 -7.22973
C -5.72073 3.32264 4.37170
C -6.94307 4.15084 4.82464
O -7.97652 3.09609 4.86917
C -9.02652 3.07892 5.77520
O -9.31168 3.98605 6.53024
O -9.76348 1.99996 5.47091
C -10.95181 1.90007 6.23166
H -5.57748 2.40882 4.94834
H -4.80284 3.85474 4.62160
H -5.73194 3.07179 3.31101
H -7.29634 4.88162 4.09715
H -6.82288 4.65111 5.78556
H -10.81562 1.08660 6.94427
H -11.74978 1.63717 5.53723
H -11.31135 2.84770 6.63270
C -5.44970 -1.50539 0.00845
C -4.72991 -2.50781 0.80630
O -3.81032 -1.88865 1.60486
C -2.96436 -2.56740 2.35471
O -2.80042 -3.79737 2.37682
O -2.43542 -1.65144 3.16807
C -1.80124 -1.98090 4.41213
H -4.75299 -0.92271 -0.59420
H -5.78341 -0.75688 0.72711
H -6.27103 -1.81947 -0.63566
H -4.32220 -3.25869 0.12950
H -5.40300 -3.04761 1.47238
H -2.44852 -2.69771 4.91742
H -1.52406 -1.18486 5.10321
H -0.93283 -2.62737 4.28550
C -7.91835 9.25596 2.28194
C -6.47981 9.27800 1.70282
O -5.61171 8.58165 2.61680
C -4.25594 8.80959 2.54180
O -3.73080 9.63529 1.83212
O -3.63610 7.88216 3.32213
C -2.28075 7.56395 3.15019
H -8.16503 8.35331 2.84094
H -8.66661 9.35526 1.49558
H -8.00732 10.06684 3.00489
H -6.16268 10.31935 1.64709
H -6.52529 8.74671 0.75215
H -1.96618 7.36249 2.12620
H -1.96275 6.76152 3.81583
H -1.63512 8.37739 3.48125
C -1.35717 0.11268 -3.58599
C -0.38474 0.24987 -4.73897
O 0.49948 1.31361 -4.43131
C 0.22156 2.63511 -4.75798
O -0.86786 3.01379 -5.25267
C 1.32706 3.58681 -4.27714
F 2.55788 3.03081 -4.13150
F 1.31242 4.59253 -5.08686
F 1.01150 4.12062 -3.11371
H -1.92059 1.04401 -3.52888
H -0.87992 -0.00020 -2.61255
H -2.02351 -0.74766 -3.64859
H -0.76159 0.32941 -5.75866
H 0.20179 -0.66870 -4.75669
C 2.60080 -2.89067 0.91443
C 3.21736 -1.57986 0.43015
O 2.18132 -0.55421 0.24468
C 1.77581 0.14507 1.41239
O 2.21764 -0.10425 2.51445
C 0.66950 1.23953 1.15250
F 0.79574 1.74227 -0.06409
F -0.58222 0.76524 1.25466
F 0.74838 2.09768 2.10433
H 3.37046 -3.66119 0.86934
H 1.77973 -3.30314 0.32808
H 2.25969 -2.83093 1.94795
H 3.72887 -1.63363 -0.53087
H 4.00325 -1.27762 1.12234
C 10.03763 -2.54660 1.54252
C 11.14723 -1.52506 1.05348
O 12.17649 -1.59543 2.02683
C 13.08099 -0.57155 1.97327
O 13.05282 0.43515 1.22613
C 14.18056 -0.63172 3.05531
F 13.83773 -1.51973 4.03846
F 15.28102 -1.10758 2.51094
F 14.45164 0.52845 3.53821
H 10.34954 -3.57478 1.72601
H 9.23382 -2.61404 0.80941
H 9.63484 -2.30412 2.52591
H 10.66479 -0.55354 0.94620
H 11.41958 -1.88136 0.06001
C 3.69613 -8.55606 0.77477
C 3.97579 -8.17451 2.21982
O 2.77712 -7.76624 2.80538
C 1.84364 -8.68272 3.34326
O 1.95536 -9.87258 3.13969
C 0.70616 -8.05799 4.07923
F 0.61497 -8.71002 5.23507
F 0.89883 -6.72900 4.27764
F -0.45264 -8.23584 3.40883
H 4.64564 -8.89737 0.36239
H 3.32617 -7.74157 0.15200
H 2.93123 -9.33261 0.77203
H 4.59684 -7.27949 2.18274
H 4.47311 -8.99039 2.74433
C -2.58812 9.29588 -3.35939
C -2.41614 7.77167 -2.98776
O -3.66118 7.25157 -2.59609
C -3.79326 6.07855 -1.89044
O -2.83721 5.40248 -1.52878
C -5.28487 5.55444 -1.69358
F -6.19795 6.40347 -2.14301
F -5.42957 4.30827 -2.23395
F -5.46410 5.45962 -0.34872
H -2.96063 9.82141 -2.48010
H -3.32091 9.43883 -4.15354
H -1.64652 9.64829 -3.78047
H -1.67223 7.77555 -2.19109
H -2.09164 7.27916 -3.90439
*
```



ORCA calculation (wB97M-V/def2-TZVPD) on the molecule C3H4N2OS2.

Summary:
SMILES = [H]/N=C(/N)C(=S)C(O)=S
gap between HOMO and LUMO = 7.5 eV
HOMO = -9.06 eV
LUMO level = -1.58 eV
M = 148.212 g/mol

```
! wB97M-V def2-TZVPD RIJCOSX def2/J DEFGRID3
* xyz 0 1
C 0.98368 -0.49614 0.01188
C -0.06767 0.71355 0.04288
C -1.62038 0.38950 0.07972
H 2.44324 0.73810 -1.21493
H 2.69830 -1.04095 -0.73142
H -0.01798 -2.01676 0.89719
H -3.05248 0.81520 1.13031
N 2.05661 -0.21476 -0.76019
N 0.94782 -1.65757 0.75863
O -2.11530 1.01249 1.23201
S 0.30176 2.23514 -0.38718
S -2.55759 -0.47780 -1.05889
*
```



ORCA calculation (wB97M-V/def2-TZVPD) on the molecule C17H17NO3S.

Summary:
SMILES = CCC(=O)Nc1cc(C(=O)O)ccc1Sc1ccc(C)cc1
gap between HOMO and LUMO = 8.0 eV
HOMO = -8.25 eV
LUMO level = -0.29 eV
M = 315.394 g/mol

```
! wB97M-V def2-TZVPD RIJCOSX def2/J DEFGRID3
* xyz 0 1
C -1.65294 -3.10596 -2.14790
C -1.62009 -2.71850 -0.76199
C -0.28668 -2.06748 -0.29513
O 0.31144 -2.75345 0.51078
N -0.11876 -1.13276 -0.99612
C 0.87354 -0.20020 -0.51974
C 2.03393 -0.70813 0.12675
C 3.15990 0.31548 0.05819
C 3.00513 1.67128 -0.23120
C 1.90850 2.07500 -0.65978
C 0.74474 1.45655 -0.83401
S -0.81308 2.01588 -1.62394
C -1.88351 1.14370 -0.44927
C -1.55576 1.23002 1.03631
C -2.54045 0.64417 1.74569
C -3.89325 0.34070 1.57110
C -4.10612 0.42706 0.16340
C -3.23042 1.00410 -0.69838
H -3.33999 1.32352 -1.88167
H -5.17095 0.42853 -0.12487
C -4.88265 -0.15889 2.32248
H -5.89913 -0.26472 2.07240
H -5.01726 0.68422 3.26389
H -4.53911 -1.02219 3.04930
H -2.26884 0.67769 2.66758
H -0.49710 1.38834 1.34123
H 1.75978 2.98165 -0.89249
H 3.93234 2.46564 0.00520
C 4.38566 -0.21688 0.85546
O 5.43628 0.49510 1.07448
O 4.51415 -1.39361 0.89223
H 5.32970 -1.78277 1.19046
H 2.25369 -1.58547 0.22321
H -0.87089 -0.67490 -1.46829
H -2.04469 -3.65000 -0.14899
H -2.51005 -1.75405 -0.56761
H -1.46063 -2.24247 -3.03886
H -2.65440 -3.51265 -2.28178
H -0.94341 -3.80582 -2.36806
*
```



ORCA calculation (wB97M-V/def2-TZVPD) on a cluster of 2 separate species, C6H15NO in total.

Summary:
SMILES = CCC(N)=O.CCC
gap between HOMO and LUMO = 10.6 eV
HOMO = -9.77 eV
LUMO level = 0.81 eV
M = 117.192 g/mol

```
! wB97M-V def2-TZVPD RIJCOSX def2/J DEFGRID3
* xyz 0 1
C -1.95145 2.60139 0.36210
C -2.93348 1.57336 -0.12220
C -0.49530 2.11893 0.13252
H -2.00831 3.46315 -0.31139
H -2.18339 2.98163 1.35387
H -2.99233 0.65856 0.47939
H -0.41514 1.97743 -0.94294
H -2.72172 1.20575 -1.12678
H -3.96214 1.94469 -0.09219
H 0.20586 2.90347 0.41672
H -0.24845 1.17478 0.61486
C 0.25732 -1.77195 -0.38124
C 0.33427 -2.97134 0.52974
C 1.42828 -0.81884 -0.37269
O 1.88642 -0.30684 -1.37630
N 2.02358 -0.60367 0.84644
H 0.08998 -2.14591 -1.39132
H -0.64912 -1.19812 -0.15198
H -0.38160 -3.78378 0.41775
H 0.23591 -2.74688 1.60063
H 2.63884 0.18372 0.91820
H 1.59317 -0.99295 1.65830
H 1.28831 -3.50246 0.41390
*
```



ORCA calculation (wB97M-V/def2-TZVPD) on a structure of composition C38H37ClMnNO2P2.

Summary:
gap between HOMO and LUMO (alpha / beta) = 7.3 / 3.3 eV
HOMO (alpha / beta) = -16.18 / -16.14 eV
LUMO level (alpha / beta) = -8.90 / -12.79 eV
⟨S²⟩ = 3.86
M = 692.058 g/mol

```
! wB97M-V def2-TZVPD RIJCOSX def2/J DEFGRID3
* xyz 3 4
Mn 0.63469 -0.00562 0.10018
Cl 2.62429 1.63344 -0.44892
P -0.43581 0.81314 -2.28888
P 1.38471 -0.36518 2.18801
C -2.12903 0.25052 -2.57748
C 0.43064 -0.02350 -3.62332
C -0.54201 2.55401 -2.73334
C 1.46333 0.85580 3.49165
C 0.48274 -1.74246 2.94384
C 3.07421 -0.97639 1.89700
C -3.16653 1.12166 -2.94288
C -4.46833 0.65264 -3.11449
C -4.74658 -0.71695 -3.02094
C -3.68665 -1.60421 -2.77036
C -2.39593 -1.12924 -2.57270
H -2.97475 2.17856 -3.07890
H -5.27587 1.34858 -3.31645
H -5.76832 -1.08855 -3.15966
H -3.88496 -2.68086 -2.75281
H -1.57398 -1.83430 -2.42393
C -1.21075 3.42003 -1.83981
C -1.13530 4.80953 -1.98284
C -0.37684 5.34140 -3.03594
C 0.32482 4.49438 -3.90489
C 0.27779 3.10500 -3.74594
H -1.77004 3.00720 -0.99136
H -1.67477 5.45282 -1.28068
H -0.35282 6.41700 -3.16030
H 0.90834 4.91338 -4.72367
H 0.87224 2.43811 -4.37800
C -0.21171 -0.27207 -4.87616
C 0.44861 -0.94226 -5.90960
C 1.75918 -1.38762 -5.75929
C 2.41237 -1.11797 -4.55516
C 1.76858 -0.45017 -3.52029
H -1.24528 0.05306 -5.03495
H -0.07256 -1.12423 -6.85834
H 2.26034 -1.92791 -6.55524
H 3.45036 -1.43954 -4.42433
H 2.31583 -0.23510 -2.58832
C 1.01508 -3.03743 3.04666
C 0.29285 -4.03466 3.71467
C -0.94443 -3.74641 4.29197
C -1.45632 -2.44601 4.21784
C -0.75004 -1.45570 3.54131
H 1.98828 -3.26554 2.62404
H 0.70421 -5.03527 3.78747
H -1.51320 -4.52338 4.80073
H -2.40727 -2.19587 4.69357
H -1.14691 -0.43310 3.50868
C 1.63030 2.21351 3.15671
C 1.58323 3.21148 4.14451
C 1.45369 2.83914 5.48556
C 1.35370 1.50130 5.83336
C 1.37966 0.50107 4.84946
H 1.75798 2.49605 2.10970
H 1.65472 4.24779 3.82822
H 1.43672 3.60986 6.23307
H 1.24606 1.20371 6.88066
H 1.31069 -0.55834 5.12425
C 4.09739 -0.64406 2.79077
C 5.38703 -1.14599 2.60421
C 5.66053 -2.00864 1.52628
C 4.62760 -2.34835 0.64190
C 3.34481 -1.83662 0.81265
H 3.88421 0.01136 3.64088
H 6.17855 -0.86660 3.28915
H 6.66176 -2.40629 1.38957
H 4.83580 -3.02132 -0.19372
H 2.54129 -2.10972 0.11471
H 0.81047 0.89040 1.37833
H 0.07850 1.03208 -0.91153
N -4.73267 -1.22853 0.46994
C -3.35623 -1.60177 0.84461
C -2.58634 -0.27367 0.70413
O -3.22818 0.75153 0.47080
O -1.32495 -0.49736 0.75551
H -4.71744 -0.16774 0.57629
H -5.41152 -1.69643 1.03764
H -4.90068 -1.41714 -0.51856
H -3.30736 -1.96265 1.86262
H -2.92582 -2.34085 0.17092
*
```



ORCA calculation (wB97M-V/def2-TZVPD) on a cluster of 2 separate species, CHCl3S in total.

Summary:
SMILES = S=CCl.ClCl
gap between HOMO and LUMO = 8.4 eV
HOMO = -9.28 eV
LUMO level = -0.84 eV
M = 151.445 g/mol

```
! wB97M-V def2-TZVPD RIJCOSX def2/J DEFGRID3
* xyz 0 1
C 0.17079 1.00558 1.39405
S -0.15704 -0.49267 0.89525
Cl -1.09531 -2.61319 -2.09534
Cl 1.70388 1.61225 1.23562
Cl 0.03261 -1.30039 -3.05594
H -0.65494 1.78842 1.62636
*
```



ORCA calculation (wB97M-V/def2-TZVPD) on the ion C6H6N with charge +1.

Summary:
gap between HOMO and LUMO = 7.5 eV
HOMO = -14.32 eV
LUMO level = -6.84 eV
M = 92.121 g/mol

```
! wB97M-V def2-TZVPD RIJCOSX def2/J DEFGRID3
* xyz 1 1
C 1.82077 -0.07049 0.38094
C 0.11278 -1.43350 -0.42680
C -2.20840 -0.48264 0.46747
C -0.27872 0.93226 -0.44346
C 1.03412 1.02590 0.15490
C -1.07249 -0.31668 -0.02676
N 1.24255 -1.25200 -0.03422
H 2.84778 -0.14108 0.98827
H -0.31422 -2.34676 -0.81425
H -3.12335 -0.54666 0.85212
H -0.90250 1.66490 0.03706
H -0.36119 0.83984 -1.59126
H 1.20286 2.12690 0.45599
*
```



ORCA calculation (wB97M-V/def2-TZVPD) on the ion C7H3F3N5O5 with charge -1.

Summary:
SMILES = O=C(N[C@@H]1C(=[N+]([O-])[O-])C=Nc2no[n+]([O-])c21)C(F)(F)F
gap between HOMO and LUMO = 7.6 eV
HOMO = -4.58 eV
LUMO level = 3.01 eV
M = 294.125 g/mol

```
! wB97M-V def2-TZVPD RIJCOSX def2/J DEFGRID3
* xyz -1 1
O 1.25906 0.67753 2.44903
N 0.20256 1.28352 2.13882
C -0.29590 1.23170 0.80701
C 0.49817 0.39671 -0.15035
C 0.03418 0.63866 -1.52359
N 0.91008 0.70033 -2.57719
O 1.95821 0.18346 -2.90209
O 0.31295 1.68882 -3.53656
N -0.81054 2.24041 -3.02495
C -0.93927 1.66954 -1.76441
N -1.71698 2.21774 -0.84685
C -1.44966 1.91221 0.43702
O -0.43190 1.95820 2.98801
H 1.57998 0.66582 -0.11758
H -2.16564 2.23061 1.21791
H 1.29173 -1.17089 0.93103
N 0.48489 -0.98782 0.32792
C -0.53228 -1.88347 0.47242
C 0.18426 -3.19308 0.95730
F 1.41016 -3.31631 0.34357
F 0.46865 -3.04675 2.29593
F -0.53521 -4.31130 0.80563
O -1.71750 -1.78563 0.27200
*
```



ORCA calculation (wB97M-V/def2-TZVPD) on a structure of composition C3H5MgO4.

Summary:
gap between HOMO and LUMO (alpha / beta) = 4.9 / 8.8 eV
HOMO (alpha / beta) = -6.03 / -9.98 eV
LUMO level (alpha / beta) = -1.16 / -1.18 eV
⟨S²⟩ = 0.75
M = 129.374 g/mol

```
! wB97M-V def2-TZVPD RIJCOSX def2/J DEFGRID3
* xyz 0 2
C 0.55993 1.98054 -0.69564
C -0.73466 1.34263 -1.08208
O -1.48083 0.76574 -0.13399
Mg -1.44612 -0.67955 1.07158
H 1.28613 1.91995 -1.51866
H 0.42469 3.04199 -0.42763
H 0.98599 1.48208 0.19909
H 0.68928 -1.66388 -0.57845
H -1.18693 1.50991 -2.07356
O -0.04568 -1.94407 0.13363
C 0.28243 -2.48197 1.37783
O -0.58388 -2.07176 2.22073
O 1.24963 -3.20161 1.50715
*
```



ORCA calculation (wB97M-V/def2-TZVPD) on a cluster of 2 separate species, C2H8NO in total.

Summary:
gap between HOMO and LUMO = 9.3 eV
HOMO = -13.76 eV
LUMO level = -4.44 eV
M = 62.092 g/mol

```
! wB97M-V def2-TZVPD RIJCOSX def2/J DEFGRID3
* xyz 1 1
N 0.88612 2.28817 1.16297
H -0.16297 2.46500 1.38334
H 1.38650 3.32246 1.13011
H 1.36600 1.57239 1.73855
H 0.57196 1.70061 0.40777
O 0.62163 -0.23720 -0.99905
C -0.19543 -1.09971 -1.40415
C -0.89080 -2.08197 -0.47052
H -0.44260 -1.07928 -2.46876
H -1.05183 -1.47710 0.57789
H -0.28177 -2.93954 -0.14069
H -1.80682 -2.43382 -0.91746
*
```



ORCA calculation (wB97M-V/def2-TZVPD) on the molecule C3H4N2O.

Summary:
SMILES = Oc1cnc[nH]1
gap between HOMO and LUMO = 9.1 eV
HOMO = -8.47 eV
LUMO level = 0.68 eV
M = 84.078 g/mol

```
! wB97M-V def2-TZVPD RIJCOSX def2/J DEFGRID3
* xyz 0 1
O -1.73016 -1.04272 -0.20657
C -0.61930 -0.27107 -0.25229
C -0.44580 1.08259 -0.15423
N 0.88279 1.34152 0.11642
C 1.47355 0.17878 0.15288
N 0.60096 -0.84451 -0.08826
H -2.25083 -0.47731 0.38417
H -1.15724 1.89667 -0.26682
H 2.51035 -0.02187 0.36331
H 0.73567 -1.84208 -0.04861
*
```



ORCA calculation (wB97M-V/def2-TZVPD) on the molecule C6H7N.

Summary:
gap between HOMO and LUMO (alpha / beta) = 8.7 / 8.7 eV
HOMO (alpha / beta) = -8.28 / -8.28 eV
LUMO level (alpha / beta) = 0.43 / 0.43 eV
M = 93.129 g/mol

```
! wB97M-V def2-TZVPD RIJCOSX def2/J DEFGRID3
* xyz 0 1
C 1.54660 -0.97798 0.28128
C 0.63155 -0.71058 -0.68430
C -1.22832 0.15524 -0.22681
C 2.01670 0.42517 0.39608
C 0.85516 0.84492 -0.56818
C -2.54456 -0.44970 -0.01364
N -0.53449 1.21784 -0.12191
H 1.76475 -1.85758 0.82507
H 1.88512 0.70576 1.43910
H 2.93899 0.74060 0.02196
H 1.21402 1.55313 -1.44252
H -2.94241 -1.04957 -0.84116
H -3.12451 0.50540 0.15548
H -2.47860 -1.10264 0.77955
*
```



Q: Which formula does entry 10 have?
A: C2H8NO



Q: The highest M belongs to which entry?
A: C40H65F15O25